Density functional theory data (ωB97M-V with the def2-TZVPD basis set) for C4H5NO2 as an isolated structure.

```
12
Properties=species:S:1:pos:R:3:forces:R:3:mulliken_charge:R:1
N 0.7170 1.3953 0.8859 0.0771 -0.0419 -0.1228 -0.43
C 0.2120 0.4239 0.0941 0.1351 0.1687 -0.0883 0.37
C -1.0524 0.3101 -0.5265 0.1913 0.3857 -0.2459 -0.63
C -0.9572 -1.0978 -0.0626 -0.3002 -0.0503 0.3117 -0.25
O 0.1913 -1.7627 -0.6421 -0.0181 0.0821 -0.1983 -0.33
C 1.0693 -0.7524 -0.3592 0.5824 0.0592 -0.0398 0.50
O 2.2602 -0.7842 -0.4842 -0.5654 -0.1219 0.2130 -0.54
H 0.4975 2.3445 0.6145 -0.1663 -0.1265 0.3103 0.25
H 1.6334 1.2617 1.2905 -0.0818 -0.0678 -0.1573 0.25
H -2.1090 -0.5276 -0.2439 -0.0745 -0.2129 0.0631 0.22
H -1.3029 0.5363 -1.5525 0.0124 -0.2335 0.0116 0.26
H -1.1250 -1.4000 0.9681 0.2080 0.1590 -0.0573 0.33
```
Positions in Å, forces in eV/Å.

Summary:
Gap between HOMO and LUMO: 8.91 eV
LUMO energy: 0.003 Ha
Total charge: 0
Spin multiplicity: 1
Relative energy (zero: lowest compared OMol25 entry of this formula, charge and spin): 127.8 kcal per mole